[1]
Below is a structure of composition C29H48ClFeN3O9SSi, with properties calculated with ωB97M-V with the def2-TZVPD basis set.

Computed properties:
energy relative to the best compared isomer or geometry (same formula, charge and spin) = 0.000 eV
total charge = -1
highest occupied orbital energy (alpha / beta) = -4.907 / -4.991 eV
spin multiplicity = 6

Last column: Löwdin charge in e.
Positions of all 93 atoms, in Å:
Fe: 1.586 0.114 -0.918  0.768
N: 2.541 -0.904 -2.667  -0.058
C: 3.905 -0.409 -2.822  -0.152
C: 4.003 1.017 -2.266  -0.661
O: 5.082 1.606 -2.332  -0.005
O: 2.925 1.468 -1.753  -0.108
H: 2.456 -1.912 -2.641  0.043
H: 1.893 -0.535 -3.359  0.081
H: 4.266 -0.406 -3.854  0.115
H: 4.577 -1.039 -2.238  0.119
C: 4.334 -0.073 1.180  -0.047
C: 2.937 -0.393 0.713  -0.362
O: 2.011 -0.577 1.461  -0.012
H: 4.907 -1.003 1.207  0.078
H: 4.301 0.362 2.181  0.081
H: 4.815 0.602 0.474  0.064
C: 1.985 6.596 0.704  -0.030
N: 2.728 5.406 1.121  -0.090
N: 1.878 4.296 1.267  0.040
C: 2.430 3.176 0.635  -0.356
O: 1.967 2.055 0.730  0.022
C: 3.613 3.675 -0.050  0.094
C: 3.731 4.978 0.238  -0.268
C: 4.729 5.958 -0.269  -0.022
C: 1.004 4.240 2.374  -0.181
C: 1.217 5.057 3.481  -0.038
C: 0.341 5.005 4.555  -0.098
C: -0.735 4.133 4.537  -0.104
C: -0.935 3.316 3.432  -0.073
C: -0.082 3.365 2.341  0.011
H: 1.221 6.815 1.447  0.078
H: 1.509 6.446 -0.271  0.104
H: 2.671 7.439 0.656  0.083
H: 4.239 3.074 -0.692  0.096
H: 5.502 5.429 -0.821  0.088
H: 5.189 6.509 0.552  0.085
H: 4.267 6.681 -0.945  0.080
H: 2.077 5.713 3.499  0.106
H: 0.513 5.642 5.413  0.097
H: -1.415 4.087 5.379  0.095
H: -1.771 2.629 3.414  0.092
H: -0.238 2.733 1.478  0.106
Cl: -2.157 2.716 -3.875  0.552
C: -1.794 2.158 -2.224  -0.502
C: -0.531 1.309 -2.115  -0.719
O: -0.010 0.776 -3.089  -0.013
O: -0.090 1.278 -0.912  -0.133
H: -2.633 1.550 -1.888  0.062
H: -1.709 3.029 -1.581  0.073
C: -4.077 -3.363 -2.528  -0.030
C: -3.043 -2.241 -2.593  -0.640
C: -3.687 -0.957 -3.100  -0.028
C: -1.886 -2.620 -3.514  -0.046
O: -2.596 -1.971 -1.259  -0.151
Si: -1.420 -2.735 -0.381  -0.123
S: 0.507 -2.200 -0.887  0.447
O: -1.653 -4.345 -0.674  -0.170
C: -1.159 -5.519 -0.034  -0.654
C: -0.093 -5.222 1.017  -0.052
C: -2.358 -6.201 0.619  -0.031
C: -0.572 -6.396 -1.137  -0.033
O: -1.839 -2.540 1.200  -0.146
C: -2.365 -1.435 1.931  -0.645
C: -3.882 -1.430 1.762  -0.027
C: -1.765 -0.125 1.447  -0.033
C: -1.985 -1.676 3.387  -0.031
H: -4.469 -3.577 -3.525  0.081
H: -4.906 -3.066 -1.882  0.085
H: -3.620 -4.264 -2.120  0.070
H: -4.179 -1.128 -4.060  0.086
H: -2.931 -0.186 -3.242  0.056
H: -4.433 -0.604 -2.383  0.088
H: -2.254 -2.755 -4.534  0.087
H: -1.417 -3.548 -3.185  0.070
H: -1.134 -1.831 -3.507  0.066
H: -0.496 -4.577 1.799  0.077
H: 0.759 -4.715 0.567  0.053
H: 0.245 -6.157 1.470  0.084
H: -2.784 -5.540 1.376  0.084
H: -2.065 -7.141 1.093  0.080
H: -3.124 -6.407 -0.130  0.081
H: 0.263 -5.875 -1.608  0.085
H: -1.329 -6.595 -1.897  0.082
H: -0.216 -7.347 -0.734  0.080
H: -4.132 -1.302 0.709  0.074
H: -4.333 -0.617 2.338  0.081
H: -4.300 -2.378 2.108  0.084
H: -2.003 0.037 0.398  0.069
H: -0.680 -0.138 1.547  0.078
H: -2.168 0.712 2.022  0.077
H: -2.375 -2.639 3.721  0.081
H: -2.392 -0.890 4.028  0.080
H: -0.899 -1.684 3.486  0.088

[2]
Below is a cluster of 3 separate species, C21H45N2O4P in total, with properties calculated with ωB97M-V with the def2-TZVPD basis set.

Computed properties:
highest occupied orbital energy (alpha / beta) = -7.693 / -8.905 eV
spin multiplicity = 3

Last column: Löwdin charge in e.
Positions of all 73 atoms, in Å:
C: 4.441 6.055 5.429  -0.056
C: 5.340 4.820 5.359  -0.499
O: 6.593 5.172 5.961  -0.047
C: 4.704 3.593 6.023  -0.376
P: 3.514 2.580 5.038  0.852
O: 2.113 3.441 5.295  -0.395
H: 4.925 6.912 4.952  0.082
H: 3.483 5.864 4.919  0.078
H: 4.231 6.309 6.480  0.087
H: 5.516 4.587 4.297  0.120
H: 6.942 4.420 6.434  0.069
H: 5.478 2.903 6.391  0.071
H: 4.133 3.909 6.919  0.085
H: 3.781 3.131 3.758  -0.049
H: 2.129 3.953 6.104  0.028
C: 0.722 -0.463 -1.727  -0.024
C: 0.595 1.016 -1.328  -0.473
C: 1.818 1.834 -1.765  -0.134
C: 3.076 1.547 -0.950  -0.174
C: 2.809 1.716 0.544  -0.136
C: 1.626 0.877 1.042  -0.491
N: 0.447 1.183 0.160  -0.111
O: -0.203 2.227 0.511  -0.024
C: 1.982 -0.612 1.045  -0.032
C: 1.258 1.273 2.464  -0.058
C: -0.662 1.577 -1.982  -0.036
H: 0.120 -0.655 -2.614  0.070
H: 1.746 -0.766 -1.948  0.076
H: 0.338 -1.116 -0.945  0.070
H: 1.568 2.895 -1.672  0.124
H: 1.991 1.635 -2.827  0.125
H: 3.451 0.542 -1.160  0.101
H: 3.865 2.236 -1.256  0.112
H: 3.690 1.438 1.129  0.120
H: 2.597 2.768 0.756  0.124
H: 1.104 -1.215 1.280  0.091
H: 2.726 -0.779 1.824  0.088
H: 2.401 -0.964 0.108  0.061
H: 1.078 2.340 2.560  0.075
H: 2.103 0.983 3.130  0.052
H: 0.364 0.748 2.803  0.093
H: -1.549 1.049 -1.630  0.080
H: -0.579 1.422 -3.060  0.092
H: -0.785 2.637 -1.780  0.078
C: -5.135 -3.600 -4.170  -0.024
C: -3.628 -3.379 -3.946  -0.479
C: -2.926 -4.667 -3.495  -0.135
C: -3.252 -5.080 -2.064  -0.173
C: -2.979 -3.938 -1.090  -0.131
C: -3.706 -2.642 -1.463  -0.486
N: -3.370 -2.331 -2.899  -0.106
O: -2.258 -1.714 -3.037  -0.037
C: -5.212 -2.775 -1.234  -0.033
C: -3.200 -1.482 -0.613  -0.036
C: -3.012 -2.887 -5.250  -0.046
H: -5.327 -3.712 -5.237  0.081
H: -5.508 -4.495 -3.674  0.075
H: -5.718 -2.750 -3.824  0.080
H: -1.846 -4.513 -3.582  0.124
H: -3.195 -5.460 -4.199  0.125
H: -4.291 -5.412 -1.983  0.102
H: -2.638 -5.941 -1.793  0.113
H: -3.279 -4.213 -0.075  0.125
H: -1.904 -3.735 -1.064  0.124
H: -5.738 -1.900 -1.617  0.092
H: -5.386 -2.831 -0.159  0.089
H: -5.647 -3.663 -1.682  0.061
H: -2.120 -1.384 -0.666  0.062
H: -3.489 -1.663 0.424  0.091
H: -3.644 -0.541 -0.938  0.094
H: -3.445 -1.931 -5.546  0.094
H: -3.227 -3.624 -6.026  0.088
H: -1.936 -2.763 -5.167  0.077

[3]
Below is a cluster of 2 separate species, C6H11F2N in total, with properties calculated with ωB97M-V with the def2-TZVPD basis set.

Computed properties:
energy relative to the best compared isomer or geometry (same formula, charge and spin) = 0.000 eV
highest occupied orbital energy (alpha / beta) = -5.973 / -9.781 eV
spin multiplicity = 3

Last column: Löwdin charge in e.
Positions of all 20 atoms, in Å:
C: -1.104 -0.834 -3.367  -0.107
C: -0.014 -0.929 -2.672  0.020
C: 1.435 2.046 0.566  0.012
C: -0.815 -1.348 1.654  -0.100
C: -0.053 0.104 -0.168  -0.130
C: 1.052 1.043 -0.524  -0.596
N: 0.176 -0.925 0.703  -0.066
F: 0.717 1.745 -1.647  0.054
F: 2.189 0.342 -0.862  0.042
H: -1.195 -1.208 -4.388  0.048
H: -1.999 -0.370 -2.984  0.037
H: 0.956 -1.338 -2.854  0.037
H: 0.551 2.576 0.900  0.086
H: 1.888 1.524 1.402  0.082
H: 2.147 2.759 0.158  0.085
H: -0.606 -2.369 1.965  0.081
H: -0.842 -0.707 2.546  0.082
H: -1.794 -1.316 1.180  0.084
H: -1.053 0.483 -0.256  0.117
H: 1.140 -1.127 0.922  0.131

[4]
Below is the molecule C5H10O, with properties calculated with ωB97M-V with the def2-TZVPD basis set.

Computed properties:
energy relative to the best compared isomer or geometry (same formula, charge and spin) = 2.017 eV
SMILES = C1CCOCC1
highest occupied orbital energy = -9.304 eV
spin multiplicity = 1

Last column: Löwdin charge in e.
Positions of all 16 atoms, in Å:
C: -0.486 1.212 0.093  -0.203
C: 0.932 0.825 0.538  -0.188
C: 1.100 -0.705 0.694  -0.224
O: 0.525 -1.493 -0.362  -0.214
C: -1.006 -1.159 -0.463  -0.119
C: -0.852 0.220 -1.012  -0.199
H: -0.498 2.244 -0.271  0.105
H: -1.178 1.167 0.950  0.111
H: 1.634 1.181 -0.229  0.113
H: 1.213 1.315 1.480  0.110
H: 0.630 -1.052 1.620  0.112
H: 2.174 -0.934 0.772  0.122
H: -1.371 -1.305 0.554  0.113
H: -1.493 -1.849 -1.168  0.121
H: -1.476 0.559 -1.847  0.114
H: 0.153 -0.225 -1.351  0.126

[5]
Below is a cluster of 12 separate species, C4H32N2O12 in total, with properties calculated with ωB97M-V with the def2-TZVPD basis set.

Computed properties:
energy relative to the best compared isomer or geometry (same formula, charge and spin) = 0.000 eV
total charge = +1
highest occupied orbital energy (alpha / beta) = -13.333 / -13.327 eV
spin multiplicity = 2

Last column: Löwdin charge in e.
Positions of all 50 atoms, in Å:
C: -1.020 -1.169 2.790  -0.253
C: -0.165 0.097 3.003  -0.135
C: 0.470 0.598 1.668  -0.050
C: 1.877 0.101 1.391  -0.358
N: 2.890 0.859 1.749  0.259
O: 2.179 -1.017 0.884  0.298
N: -2.171 -0.797 1.978  0.025
H: -0.344 -1.961 2.427  0.093
H: -1.213 -1.527 3.817  0.129
H: 0.575 -0.007 3.788  0.123
H: -0.803 0.880 3.388  0.113
H: 0.634 1.670 1.870  0.128
H: -0.046 0.556 0.715  0.105
H: 3.781 0.786 1.246  0.137
H: 2.775 1.821 2.043  0.149
H: -2.876 -1.533 1.928  0.098
H: -1.863 -0.904 1.010  0.057
H: -0.473 -0.802 -4.679  0.029
H: 0.069 -1.652 -3.438  -0.007
O: -0.372 -1.662 -4.289  -0.042
H: -3.306 2.410 2.006  0.066
H: -2.933 0.983 2.100  0.004
O: -3.738 1.548 2.122  -0.076
H: 1.475 0.618 -1.809  0.021
H: 0.058 -0.013 -1.803  0.018
O: 0.989 -0.175 -2.013  -0.037
H: 0.239 -3.729 0.073  0.076
H: 1.202 -2.471 0.359  -0.022
O: 0.389 -2.903 0.574  -0.046
H: 3.465 -2.508 -1.678  0.047
H: 2.693 -1.942 -2.928  0.059
O: 3.378 -1.756 -2.262  -0.044
H: -1.974 0.676 -1.973  0.062
H: -2.396 0.526 -0.584  0.009
O: -1.773 1.051 -1.105  -0.056
H: -4.519 1.033 0.689  0.016
H: -4.785 -0.432 0.711  0.029
O: -4.622 0.264 0.058  -0.096
H: 3.410 1.234 -0.746  -0.017
H: 3.963 0.000 -1.415  0.015
O: 4.237 0.786 -0.913  -0.034
H: 2.148 3.521 -0.899  0.070
H: 0.907 2.735 -0.564  0.016
O: 1.761 3.011 -0.170  -0.063
H: -1.267 3.511 -2.356  0.055
H: -0.879 4.236 -1.117  0.043
O: -0.491 3.732 -1.824  -0.045
H: -3.158 -3.115 -0.398  0.039
H: -2.485 -3.418 -1.646  0.049
O: -2.415 -2.790 -0.916  -0.057